Density functional theory data (the ωB97M-V functional and the def2-TZVPD basis) for a molecular structure, C51H29LuN12O6S3 in a non-equilibrium geometry.

Structure (XYZ):
```
102
Properties=species:S:1:pos:R:3
Lu 0.8700 0.2478 1.0271
C 5.7281 1.9259 5.5175
C 4.6408 2.5322 6.1510
C 3.4368 2.7301 5.4824
C 3.3708 2.3088 4.1708
C 2.2604 2.3115 3.1767
N 2.6723 1.7688 1.9932
C 3.9731 1.3471 2.1775
N 4.7733 0.7635 1.3421
C 4.2011 0.4016 0.1378
C 4.9130 0.8217 -1.1085
C 6.2725 1.0736 -1.1068
C 6.9104 1.4824 -2.2763
C 6.1722 1.6542 -3.4371
C 4.8015 1.4118 -3.4490
C 4.1732 0.9879 -2.2907
C 2.7842 0.6022 -2.1904
N 1.6241 0.4599 -2.9983
C 0.4244 1.0729 -2.5036
N 0.1597 1.4862 -1.2883
C -1.1217 2.0438 -1.3054
N -1.7807 2.5289 -0.2720
C -1.3509 2.6228 0.9610
N -0.0726 2.2928 1.4595
C 0.0063 2.7395 2.7095
N 1.0960 2.7561 3.5363
C -1.2580 3.3132 3.1241
C -1.6803 3.8560 4.3380
C -2.9770 4.3187 4.4215
C -3.8386 4.2503 3.3050
C -3.4208 3.7192 2.1032
C -2.1103 3.2343 2.0206
C -1.6861 1.8928 -2.6192
C -2.9332 2.1933 -3.1830
C -3.1443 1.8658 -4.5057
C -2.1370 1.2504 -5.2837
C -0.9052 0.9532 -4.7368
C -0.6932 1.2717 -3.3927
N 3.0708 -0.1981 0.1287
C 4.4390 1.7109 3.5466
C 5.6381 1.4995 4.1954
H 6.6478 1.7734 6.0701
H 4.7344 2.8366 7.1868
H 2.5717 3.1664 5.9649
H 6.8199 0.9582 -0.1805
H 7.9769 1.6704 -2.2743
H 6.6620 1.9794 -4.3477
H 4.2171 1.5397 -4.3512
H -1.0041 3.8924 5.1829
H -3.3439 4.7342 5.3525
H -4.8536 4.6201 3.4007
H -4.0804 3.6639 1.2460
H -3.7071 2.6574 -2.5831
H -4.1047 2.0780 -4.9623
H -2.3409 1.0063 -6.3199
H -0.1266 0.4672 -5.3129
H 6.4617 1.0082 3.6930
O -0.7574 -1.0572 2.1820
S -0.1758 -2.3149 1.6898
O -1.1268 -3.2747 1.2091
O 0.8874 -1.9321 0.7173
C 0.7645 -3.2119 2.9371
C 0.8856 -4.5730 2.6778
C 1.7081 -5.3635 3.4668
C 2.4198 -4.8013 4.5126
C 2.3037 -3.4454 4.7790
C 1.4762 -2.6494 4.0033
S 1.3661 -0.9200 4.3843
O 0.0387 -0.7018 4.8889
O 2.4534 -0.5960 5.2722
O 1.5892 -0.3508 3.0227
H 0.3369 -4.9988 1.8501
H 1.8011 -6.4208 3.2496
H 3.0747 -5.4155 5.1193
H 2.8564 -2.9722 5.5799
N -4.0514 -2.8342 -4.2446
C -5.2344 -3.1838 -4.8570
C -5.5230 -3.8097 -6.0650
C -6.8602 -4.0041 -6.3624
C -7.8728 -3.5872 -5.4822
C -7.5707 -2.9647 -4.2847
C -6.2292 -2.7591 -3.9688
N -5.6610 -2.1652 -2.8512
C -4.3728 -2.2313 -3.0564
C -3.3251 -1.7181 -2.1541
C -1.9851 -1.9773 -2.3825
C -1.0406 -1.4361 -1.5250
N -1.3668 -0.6505 -0.5025
C -2.6615 -0.4368 -0.2616
C -3.6731 -0.9470 -1.0528
H -3.1216 -2.9527 -4.6039
H -4.7418 -4.1299 -6.7428
H -7.1311 -4.4875 -7.2928
H -8.9080 -3.7576 -5.7505
H -8.3454 -2.6395 -3.6019
H -1.6260 -2.5912 -3.1989
H 0.0106 -1.6514 -1.6853
H -2.8922 0.1875 0.5929
H -4.7105 -0.7347 -0.8367
S 2.6588 -2.3082 -2.8910
C 2.2476 -0.7534 -2.3283
N 2.2531 -0.0341 -0.9947
```

For the HOMO-LUMO gap (spin up / spin down), the calculation gives 5.1 / 5.1 eV. For the energy above the lowest of the compared OMol25 structures with the same formula, charge and spin, the calculation gives 0.000 eV. As for the total charge: -2. The HOMO energy (spin up / spin down) comes out at -1.619 / -1.610 eV.

Mulliken atomic charge list, values in e, 99 entries: 2.567, -0.572, -0.633, 0.010, 0.174, -0.187, -0.449, -0.034, -0.600, 0.360, 0.038, -0.278, -0.667, -0.508, -0.624, -0.318, 1.194, -0.311, -0.243, -0.189, -0.843, -0.203, -0.597, -0.437, 0.009, -0.457, 0.167, -0.081, -0.683, -0.573, -0.321, 0.327, 0.316, -0.192, -0.608, -0.724, -0.243, 0.187, -0.956, 0.125, -0.304, 0.382, 0.373, 0.530, 0.519, 0.388, 0.380, 0.513, 0.536, 0.374, 0.371, 0.536, 0.522, 0.376, 0.409, 0.533, 0.525, -0.672, 1.954, -0.736, -0.556, -0.206, -0.922, -0.630, -0.504, -0.599, -0.194, 1.549, -0.748, -0.763, -0.700, 0.511, 0.357, 0.363, 0.540, 0.153, 0.652, -1.050, -0.376, -0.455, -0.729, 0.461, -0.728, -0.125, 1.444, -1.150, -0.704, 1.411, -1.099, -0.937, 0.148, 0.381, 0.369, 0.366, 0.422, 0.332, 0.305, 0.615, 0.500

***

Density functional theory data (the ωB97M-V functional and the def2-TZVPD basis) for a molecular structure, C51H31F3HgN9O6 in a non-equilibrium geometry.

Structure (XYZ):
```
101
Properties=species:S:1:pos:R:3
Hg -0.4452 0.1818 -1.4323
C 1.8496 3.3520 -3.7601
C 0.8501 2.4935 -3.3619
N 0.6906 2.1420 -2.0798
C 1.5579 2.6821 -1.1922
C 2.5137 3.5992 -1.6174
N 2.6782 3.9367 -2.8866
C 1.5214 0.6910 0.5071
C 2.3006 1.0506 1.7927
C 1.4553 1.0080 3.0276
C 0.1381 0.6498 2.9094
C -0.4548 0.1942 1.6994
N 0.2728 0.0246 0.5763
C -1.8273 -0.2020 1.6905
C -2.7906 0.3183 2.5483
N -4.0969 0.1497 2.4587
C -4.5157 -0.5647 1.3759
C -3.6839 -1.1674 0.5073
N -2.3048 -1.1018 0.6980
C 2.0702 1.3980 4.2702
C 1.3724 1.4818 5.4922
C 2.0028 1.9687 6.6129
N 3.2754 2.3536 6.6579
C 3.9608 2.2308 5.5248
C 3.4283 1.7789 4.3370
H 1.9910 3.6147 -4.7992
H 0.1472 2.0669 -4.0667
H 3.1582 4.1066 -0.9117
H 3.2118 0.4617 1.9305
H -0.4911 0.6339 3.7855
H -2.4671 0.9741 3.3486
H -5.5868 -0.6284 1.2493
H -4.0124 -1.7439 -0.3412
H 0.3411 1.1752 5.5602
H 1.4666 2.0654 7.5508
H 5.0060 2.5220 5.5860
H 4.0679 1.7160 3.4711
O 6.5181 0.2612 -1.0617
C 5.9296 -0.2246 -2.0313
O 6.3635 -0.6420 -3.1084
C 4.3596 -0.3244 -1.8647
C 3.7470 0.1638 -0.7128
C 2.3648 0.1035 -0.6004
N 1.6372 -0.4488 -1.5641
C 2.1988 -0.9501 -2.6709
C 3.5741 -0.8746 -2.8652
C 1.2395 -1.5239 -3.6097
C 1.6196 -2.3923 -4.6369
C 0.6547 -2.9129 -5.4726
C -0.6781 -2.5531 -5.2697
C -0.9726 -1.6822 -4.2349
N -0.0544 -1.1863 -3.4214
C 1.3929 2.2825 0.2310
C 2.5519 2.4964 1.2355
C 2.3539 3.6444 2.1454
C 1.1016 4.0643 2.3922
C -0.0012 3.5140 1.6460
N 0.1019 2.7343 0.6370
H 4.3991 0.5822 0.0398
H 4.0628 -1.2115 -3.7666
H 2.6588 -2.6597 -4.7506
H 0.9265 -3.5921 -6.2693
H -1.4637 -2.9430 -5.9000
H -1.9884 -1.3517 -4.0555
H 3.5176 2.5368 0.7310
H 3.2145 4.1004 2.6147
H 0.8950 4.8661 3.0872
H -1.0072 3.8194 1.9124
O -3.7775 1.4251 -3.3403
C -3.4025 1.2651 -2.1867
O -2.4298 0.5334 -1.8079
C -4.1899 1.9002 -1.0466
C -5.5749 1.9375 -1.1158
C -6.3524 2.3732 -0.0450
C -5.6767 2.7839 1.0763
O -6.1872 3.2256 2.2826
C -5.0614 3.2807 3.1335
O -3.8963 3.3243 2.3497
C -4.2826 2.8123 1.1263
C -3.5110 2.3635 0.0848
H -6.0577 1.6014 -2.0209
H -7.4313 2.3833 -0.0725
H -5.0372 2.3679 3.7595
H -5.1218 4.1762 3.7664
H -2.4327 2.3483 0.1340
F 0.5496 -8.8897 -2.2857
C 0.8220 -8.2921 -1.1020
F 0.2049 -9.0877 -0.1755
F 2.1371 -8.4855 -0.8910
C 0.3960 -6.8745 -1.0286
C -0.8106 -6.4770 -1.6163
C -1.2625 -5.1924 -1.4568
C -0.5345 -4.2514 -0.6926
C 0.7109 -4.6538 -0.1629
C 1.1553 -5.9407 -0.3136
C -1.0725 -3.0121 -0.3912
C -1.5413 -1.9815 0.0835
H -1.3843 -7.1957 -2.1882
H -2.2002 -4.8920 -1.9009
H 1.2923 -3.9364 0.3930
H 2.0914 -6.2490 0.1266
```

For the HOMO-LUMO gap (spin up / spin down), the calculation gives 3.7 / 4.6 eV. For the energy above the lowest of the compared OMol25 structures with the same formula, charge and spin, the calculation gives 4.175 eV. Its expectation value of S² is 0.79. The spin multiplicity is 2. As for the total charge: -2. The HOMO energy (spin up / spin down) comes out at -0.272 / -1.144 eV.

Mulliken atomic charge list, values in e, 99 entries: 2.718, -0.618, -0.665, 0.137, -0.472, 0.309, -0.707, -0.374, 0.106, -1.016, -1.784, -0.311, 0.382, 0.305, -0.502, -0.583, -0.732, -0.407, 0.520, 1.503, -0.968, -0.355, -0.776, -0.582, -0.292, 0.413, 0.513, 0.544, 1.209, 0.626, 0.238, 0.370, 0.289, 0.306, 0.366, 0.359, 0.455, -0.726, 0.362, -0.745, -1.021, -0.642, -0.008, -0.086, 0.473, -1.012, 0.454, -1.008, -0.517, -0.807, -0.481, 0.538, 1.836, -0.623, -1.002, -0.980, -0.119, -0.362, 0.746, 0.596, 0.459, 0.431, 0.432, 0.467, 0.656, 0.452, 0.454, 0.509, -0.771, -0.184, -0.050, -0.227, -0.648, -1.160, 0.805, -0.546, -0.232, -0.477, 1.046, -0.223, 0.443, 0.415, 0.300, 0.258, 0.439, -0.286, 0.959, -0.279, -0.285, 0.245, -0.848, -0.719, 0.126, -0.412, -0.939, -0.055, 0.188, 0.369, 0.461

***

Density functional theory data (the ωB97M-V functional and the def2-TZVPD basis) for a molecular structure, C51H36HgN3O2P2S in a non-equilibrium geometry.

Structure (XYZ):
```
96
Properties=species:S:1:pos:R:3
Hg 0.1203 -1.7192 -1.3425
O -0.9652 1.5557 2.9000
S 0.0414 0.5352 2.4469
C 1.3038 0.5477 3.7417
C 0.8312 0.9310 4.9748
C 1.6652 1.0775 6.1015
C 3.0013 0.8391 5.9379
C 4.1488 0.9135 6.9178
C 5.4148 0.6062 6.0690
C 4.8835 0.3045 4.6866
C 5.5160 -0.0532 3.5330
C 4.7302 -0.2357 2.3695
C 3.3606 -0.0827 2.3280
P 2.4245 -0.3190 0.7510
C 2.3991 1.4027 0.1143
C 2.8106 2.5070 0.8534
C 2.7564 3.7839 0.3065
C 2.2962 3.9716 -0.9859
C 1.8724 2.8770 -1.7305
C 1.9168 1.6068 -1.1815
C 3.6667 -1.1317 -0.3269
C 3.6536 -2.5263 -0.3327
C 4.5401 -3.2444 -1.1218
C 5.4452 -2.5711 -1.9307
C 5.4605 -1.1827 -1.9408
C 4.5774 -0.4666 -1.1441
C 2.6835 0.2894 3.5279
C 3.4842 0.4636 4.6701
C -0.8186 -0.9943 2.9021
C -0.2354 -1.9490 3.6954
C -0.9897 -2.9058 4.4193
C -2.3509 -2.8052 4.3740
C -3.4330 -3.5274 5.1430
C -4.7675 -2.9732 4.5651
C -4.3447 -1.9083 3.5799
C -5.0722 -1.0658 2.7875
C -4.3681 -0.2567 1.8662
C -2.9918 -0.1968 1.7774
P -2.1984 0.5388 0.2636
C -2.4781 2.4878 0.2849
C -2.7082 3.0003 -1.0964
C -3.7837 3.7696 -1.4008
C -4.7662 4.0695 -0.4342
C -4.6159 3.5852 0.8743
C -3.5130 2.8794 1.2546
C -3.4850 -0.1093 -0.8876
C -3.3148 -1.4674 -1.1711
C -4.1819 -2.1399 -2.0150
C -5.2483 -1.4644 -2.5948
C -5.4426 -0.1241 -2.3045
C -4.5701 0.5491 -1.4566
C -2.2266 -0.9793 2.6891
C -2.9410 -1.8620 3.5066
H -0.2263 1.1525 5.0593
H 1.2445 1.3867 7.0501
H 4.0161 0.1838 7.7184
H 4.2008 1.8950 7.3900
H 5.9820 -0.2351 6.4686
H 6.0916 1.4612 6.0379
H 6.5892 -0.1915 3.4832
H 5.2474 -0.5180 1.4625
H 3.1670 2.3838 1.8682
H 3.0704 4.6326 0.9006
H 2.2620 4.9660 -1.4119
H 1.5037 3.0142 -2.7393
H 1.5798 0.7603 -1.7692
H 2.9387 -3.0520 0.2919
H 4.5159 -4.3267 -1.1145
H 6.1331 -3.1263 -2.5555
H 6.1640 -0.6535 -2.5714
H 4.6007 0.6165 -1.1594
H 0.8396 -1.9385 3.8284
H -0.4828 -3.6275 5.0477
H -3.3426 -3.3079 6.2082
H -3.3551 -4.6098 5.0351
H -5.4121 -2.5644 5.3435
H -5.3355 -3.7541 4.0568
H -6.1550 -1.0492 2.8043
H -4.9547 0.3052 1.1508
H -1.9430 2.7797 -1.8290
H -3.8923 4.1411 -2.4119
H -5.6181 4.6823 -0.6928
H -5.3711 3.8112 1.6167
H -3.3916 2.5482 2.2767
H -2.4977 -2.0088 -0.7088
H -4.0221 -3.1897 -2.2252
H -5.9240 -1.9822 -3.2634
H -6.2837 0.4069 -2.7329
H -4.7619 1.5875 -1.2349
O -0.1379 2.5051 -0.0616
N -1.0424 3.0181 0.5941
C -0.7990 4.0528 1.3819
C 0.5665 4.4556 1.5075
N 1.6528 4.8160 1.6119
C -1.7592 4.7398 2.1840
N -2.4119 5.3889 2.8739
```

For the HOMO-LUMO gap (spin up / spin down), the calculation gives 6.7 / 6.2 eV. For the energy above the lowest of the compared OMol25 structures with the same formula, charge and spin, the calculation gives 2.261 eV. Its expectation value of S² is 0.79. The spin multiplicity is 2. The HOMO energy (spin up / spin down) comes out at -7.176 / -7.471 eV.

Partial atomic charges computed with the Mulliken method, in multiples of e: 0.097, -0.883, 1.910, 0.436, -0.392, -1.423, 0.396, -0.924, -0.856, -0.080, -1.438, -0.107, 0.549, 0.458, 0.955, -0.498, 0.159, -0.633, -0.846, -0.620, 0.179, -0.228, -0.787, -0.466, -0.769, -0.139, -2.056, 1.295, 0.488, 0.082, -1.471, 0.482, -0.812, -0.805, -0.105, -1.279, 0.286, 0.587, 0.587, 1.853, -1.141, -0.536, -0.883, -0.580, -1.639, 1.211, -0.658, -0.980, -0.506, -0.864, 0.086, -2.178, 1.381, 0.635, 0.431, 0.306, 0.350, 0.322, 0.280, 0.437, 0.469, 0.306, 0.121, 0.404, 0.491, 0.342, 0.417, 0.409, 0.388, 0.417, 0.438, 0.528, 0.430, 0.284, 0.349, 0.326, 0.257, 0.468, 0.509, 0.283, 0.431, 0.403, 0.509, 0.694, 0.173, 0.413, 0.378, 0.431, 0.214, -0.062, 0.557, 1.698, -0.706, -0.610, -0.211, -0.607

***

Density functional theory data (the ωB97M-V functional and the def2-TZVPD basis) for a molecular structure, C51H38BrI2N8O3PPbS in a non-equilibrium geometry.

Structure (XYZ):
```
106
Properties=species:S:1:pos:R:3
Pb -0.4162 -0.1401 0.6210
I 2.7731 -4.9016 0.8126
C 3.3091 -3.0182 1.5896
C 4.5009 -2.8448 2.2573
C 4.8028 -1.6096 2.7766
I 6.7076 -1.3724 3.6890
C 3.9098 -0.5338 2.6921
C 4.1097 0.7362 3.2684
C 3.1452 1.7030 3.1431
C 1.9806 1.4095 2.4272
N 1.7787 0.2446 1.8613
C 2.6890 -0.7300 1.9828
C 2.3787 -1.9973 1.3606
O 1.3503 -2.1728 0.6508
H 5.1841 -3.6749 2.3646
H 5.0245 0.9358 3.8143
H 3.2681 2.6822 3.5867
H 1.1977 2.1409 2.3007
C -4.4752 3.5147 1.7632
C -4.1452 3.2168 3.1186
C -3.1220 2.3645 3.3919
C -2.3244 1.8026 2.3664
C -2.4241 2.3543 0.9598
C -3.7040 3.0827 0.7467
N -1.4243 0.8696 2.5788
N -0.9661 0.6212 3.7902
C -0.2499 -0.4897 4.0102
C 0.8601 -0.3939 4.8776
C 1.6708 -1.4658 5.1508
C 1.3780 -2.7254 4.6304
C 0.2572 -2.8817 3.8420
C -0.5411 -1.7914 3.5029
H -5.3881 4.0652 1.5583
H -4.7707 3.6109 3.9091
H -2.9329 2.0278 4.4030
H -2.3946 1.5384 0.2349
H -4.0451 3.1770 -0.2800
H 1.0945 0.5861 5.2665
H 2.5549 -1.3273 5.7601
H 2.0176 -3.5713 4.8402
H -0.0078 -3.8572 3.4546
N -0.5779 -3.3518 -1.1569
C -0.2518 -3.1761 -2.4520
C -0.8956 -3.9228 -3.4559
C -0.4392 -3.9164 -4.7521
C 0.6866 -3.1787 -5.0991
C 1.2697 -2.3588 -4.1529
C 0.7906 -2.3095 -2.8487
P 1.3553 -0.9677 -1.7363
C 1.3815 0.3744 -3.0036
C 2.5200 0.8842 -3.6148
C 2.4292 1.9512 -4.4938
C 1.2019 2.5284 -4.7655
C 0.0579 2.0193 -4.1701
C 0.1480 0.9529 -3.2962
C 3.1332 -1.3346 -1.5314
C 3.9347 -0.3679 -0.9249
C 5.2524 -0.6384 -0.6105
C 5.7846 -1.8913 -0.8714
C 4.9915 -2.8626 -1.4577
C 3.6750 -2.5895 -1.7868
H -0.0579 -2.8577 -0.4473
H -1.4948 -3.6791 -0.9043
H -1.7576 -4.5127 -3.1792
H -0.9502 -4.5011 -5.5059
H 1.0843 -3.2232 -6.1032
H 2.1081 -1.7294 -4.4258
H 3.4883 0.4512 -3.4003
H 3.3238 2.3390 -4.9670
H 1.1365 3.3814 -5.4285
H -0.9029 2.4673 -4.3836
H -0.7368 0.5696 -2.8076
H 3.5077 0.5973 -0.6840
H 5.8685 0.1238 -0.1500
H 6.8080 -2.1121 -0.5974
H 5.4030 -3.8436 -1.6557
H 3.0580 -3.3639 -2.2218
N -2.1040 5.2634 -0.0924
C -1.0779 4.3429 -0.2390
C -1.0652 3.1389 0.6922
N -0.1101 2.1426 0.2286
C 0.8855 2.5592 -0.5711
C 0.9336 3.7804 -1.1550
N -0.1338 4.6456 -1.0519
H -2.9595 4.8647 0.2785
H -2.2208 5.8384 -0.9159
H -0.7591 3.5227 1.6923
H 1.6445 1.8096 -0.7665
H 1.7431 4.1060 -1.7878
Br -8.4119 1.8870 -3.0240
C -6.9810 1.0936 -2.0256
C -5.7410 0.9748 -2.6218
C -4.7090 0.4242 -1.8857
C -4.9166 0.0019 -0.5808
C -6.1754 0.1296 -0.0103
C -7.2215 0.6765 -0.7300
C -3.7417 -0.5354 0.2480
O -3.9489 -0.7361 1.4379
O -2.6721 -0.6848 -0.4056
H -5.5813 1.3069 -3.6379
H -3.7227 0.3229 -2.3120
H -6.3198 -0.1936 1.0095
H -8.2059 0.7846 -0.2957
S -3.3593 -3.8072 1.5467
C -2.3769 -2.7942 2.2251
N -1.6365 -2.0011 2.7177
```

For the HOMO-LUMO gap, the calculation gives 4.5 eV. For the energy above the lowest of the compared OMol25 structures with the same formula, charge and spin, the calculation gives 0.110 eV. As for the total charge: -2. The HOMO energy comes out at -1.290 eV.

Mulliken atomic charge list, values in e, 99 entries: 2.252, -0.122, -0.010, -0.422, -0.511, -0.073, 1.387, -0.739, -1.631, -0.228, 0.629, -0.339, -0.450, -0.169, 0.476, 0.258, 0.370, -0.132, -0.274, -0.992, -0.222, -0.656, 2.517, -1.894, 1.559, -1.602, -0.205, -0.397, -0.326, -0.591, -0.351, 0.129, 0.440, 0.378, 0.411, -1.032, 0.770, 0.359, 0.356, 0.364, 0.376, 0.285, -0.195, -0.597, -0.615, -1.000, -0.046, 0.055, 2.384, 0.150, -0.192, -0.697, -0.587, -0.365, -0.658, -0.221, 0.196, -0.797, -0.651, -0.890, -1.224, -0.485, 0.184, 0.405, 0.377, 0.393, 0.376, 0.325, 0.389, 0.352, 0.415, 0.249, 0.295, 0.431, 0.373, 0.363, 0.586, -0.514, -0.150, 0.230, 0.636, -0.300, -1.022, -0.611, 0.382, 0.282, 0.039, 0.090, 0.390, -0.268, 0.282, -0.762, -0.063, 0.118, -0.173, -0.694, 0.016, -0.662, -0.118